62
Properties=species:S:1:pos:R:3:forces:R:3:mulliken_spin:R:1 method="wB97M-V/def2-TZVPD" spin_multiplicity=5 homo_ev="-8.83 / -11.31" gap_ev="6.1 / 6.5" e_tot_ev=-125434.0905 de_lowest_kcal_mol=16.3 molar_mass_g_mol=775.73 charge=+1
Os 0.424543 -0.357280 -0.195087 -0.11 -0.41 0.16 2.42
Br -0.755421 -1.703098 1.723150 -0.13 0.08 -0.27 0.02
C 0.594270 -1.382917 3.023987 0.01 0.02 0.10 -0.01
C 0.473540 -1.981309 4.238758 0.15 0.08 0.09 0.02
C 1.453145 -1.700064 5.217404 -0.10 -0.06 -0.05 -0.02
C 2.464231 -0.828599 4.940407 0.01 0.03 -0.05 0.02
C 2.567697 -0.202015 3.672754 0.07 0.02 0.07 -0.01
C 3.592207 0.738416 3.400687 -0.03 -0.05 0.04 0.08
C 3.662979 1.349716 2.184550 -0.03 0.02 -0.08 -0.04
C 2.737704 1.023205 1.170042 0.10 -0.01 0.06 -0.09
C 1.722024 0.102394 1.355733 -0.06 0.00 -0.05 0.01
C 1.626518 -0.496631 2.657756 -0.05 0.03 -0.02 0.05
H -0.350124 -2.645192 4.458142 -0.02 -0.02 0.00 0.00
H 1.381200 -2.172362 6.186765 0.00 0.00 0.01 0.00
H 3.203403 -0.595264 5.695629 0.02 0.01 0.00 0.00
H 4.308835 0.966212 4.179286 0.01 0.01 0.01 0.00
H 4.437383 2.078250 1.983841 0.00 0.00 -0.01 0.00
H 2.855105 1.520757 0.215928 0.02 -0.01 0.00 -0.01
O -1.022734 1.566236 1.652227 0.00 0.00 0.23 0.07
C -1.770294 2.694422 1.412090 0.16 -0.03 0.15 0.30
C -1.518310 2.486500 -1.629157 0.04 0.04 0.05 0.01
O -2.494723 3.014525 -1.922875 -0.24 0.10 -0.09 0.01
O -0.515490 1.960625 -1.359950 0.19 -0.11 0.01 0.09
C -1.065871 3.938388 1.235311 -0.21 -0.20 -0.09 -0.01
C -1.722022 5.137460 0.890674 0.00 0.18 0.07 0.16
C -1.021759 6.317944 0.727684 -0.06 -0.06 -0.01 -0.08
C 0.355357 6.361998 0.902586 0.05 0.01 0.01 0.16
C 1.024821 5.196709 1.250883 -0.07 0.00 0.00 -0.09
C 0.334124 4.008900 1.410363 0.14 0.03 -0.07 0.18
C -3.195298 2.431513 1.562430 0.06 0.10 -0.15 0.03
C -3.592773 1.432889 2.468024 -0.03 -0.01 0.01 0.12
C -4.930211 1.159859 2.685768 0.00 -0.01 -0.01 -0.05
C -5.912907 1.859716 1.997019 0.04 0.00 0.01 0.10
C -5.536042 2.821831 1.072265 0.00 0.01 -0.02 -0.06
C -4.197990 3.103203 0.849806 -0.08 -0.03 -0.06 0.11
H -0.153707 1.786552 2.009705 0.00 0.10 -0.04 -0.02
H -2.790716 5.157017 0.760433 0.00 0.00 0.08 0.03
H -1.562715 7.216867 0.463590 0.00 0.01 0.00 0.00
H 0.895481 7.290419 0.780630 0.01 0.01 -0.01 0.01
H 2.095477 5.211837 1.408770 0.01 0.00 0.01 0.00
H 0.929111 3.147530 1.692111 -0.05 -0.07 -0.04 0.04
H -2.838260 0.890085 3.018890 0.01 0.01 0.01 0.02
H -5.208225 0.398923 3.403440 -0.01 0.01 0.00 0.00
H -6.958846 1.650360 2.172848 -0.02 -0.01 -0.01 0.01
H -6.289264 3.351008 0.503679 0.00 0.00 0.00 0.00
H -3.945471 3.805504 0.070590 0.01 0.00 0.03 0.01
N 2.151384 -2.525026 -1.655067 -0.03 -0.04 0.05 0.03
C 2.479893 -1.309202 -2.123591 0.08 0.01 -0.10 0.03
C 3.483805 -1.190586 -3.110257 -0.06 -0.05 0.07 -0.01
C 3.828991 0.037500 -3.584670 0.05 0.09 -0.05 0.02
C 3.182379 1.183617 -3.091211 0.00 -0.07 0.01 0.00
C 2.224679 1.014905 -2.142797 -0.03 -0.02 0.04 -0.04
N 1.864822 -0.205753 -1.643110 0.10 0.21 -0.12 0.12
H 2.548546 -3.338284 -2.090859 0.00 -0.01 0.02 0.00
H 1.359445 -2.655344 -1.047534 0.02 0.01 -0.06 0.01
H 3.960104 -2.090231 -3.473180 0.01 -0.01 0.00 0.00
H 4.597788 0.124221 -4.340678 0.00 0.02 0.00 0.00
H 3.422419 2.174022 -3.444510 0.01 0.01 -0.02 0.00
H 1.691924 1.857747 -1.729941 0.00 -0.01 -0.01 0.02
S -2.719130 -2.967111 -2.476154 -0.13 -0.14 -0.08 0.23
C -1.696813 -1.953610 -1.864478 0.07 0.14 0.03 0.05
N -0.915973 -1.168178 -1.409716 0.10 0.02 0.12 -0.05


59
Properties=species:S:1:pos:R:3:forces:R:3:mulliken_spin:R:1 method="wB97M-V/def2-TZVPD" spin_multiplicity=6 homo_ev="-10.06 / -10.03" gap_ev="6.2 / 5.3" e_tot_ev=-74426.5823 de_lowest_kcal_mol=1.0 molar_mass_g_mol=513.38 charge=+1
Fe -1.554373 -2.784050 17.829858 1.24 1.02 0.57 4.11
C -0.304443 -3.323457 14.739586 -0.67 -0.02 0.45 0.01
O -0.026572 -3.030050 16.160888 0.23 -0.40 -0.20 0.04
C 1.201204 -3.517742 16.663455 0.04 -0.83 2.17 -0.01
C 2.277296 -3.892538 15.881604 0.21 1.14 0.32 0.00
C 3.518064 -4.144380 16.510520 -0.72 -0.71 -0.89 0.00
C 3.631329 -4.276228 17.867977 0.75 -0.71 1.34 0.00
C 2.529223 -4.083079 18.698061 -1.46 0.75 -0.84 0.00
C 1.285833 -3.655135 18.133412 2.57 0.41 -2.69 0.00
N 0.297068 -2.989760 18.805216 -2.08 -0.05 1.80 0.04
N 0.458709 -2.888796 20.104998 -1.56 1.22 -0.35 -0.02
C -0.375619 -2.099351 20.861047 -0.29 -0.22 -1.18 0.03
C -1.425994 -1.163084 20.355843 1.75 -1.06 0.13 0.02
O -1.912376 -1.340260 19.193795 -0.18 -0.39 -1.25 0.10
C -1.807202 -0.053224 21.164277 0.48 -0.69 2.25 0.02
C -1.592561 -0.143908 22.542645 -0.32 0.31 -0.33 0.01
C -0.744493 -1.126658 23.143877 0.41 -1.43 -1.24 0.00
C -0.420981 -1.142985 24.516109 0.00 0.27 0.05 0.00
C 0.600371 -1.955306 24.998750 -1.05 0.49 1.56 0.01
C 1.161621 -2.960967 24.205160 0.61 0.07 0.37 0.00
C 0.756374 -3.020510 22.888485 0.89 -1.34 -0.96 0.01
C -0.124649 -2.116213 22.267626 0.24 1.01 2.30 -0.02
H 0.010689 -2.505975 14.070472 0.44 -0.43 0.50 0.00
H -1.403565 -3.351593 14.647686 0.46 -0.20 0.22 0.00
H 0.130968 -4.312436 14.509953 -0.25 0.65 -0.12 0.00
H 2.213773 -3.751873 14.806607 0.19 -0.23 0.13 0.00
H 4.376269 -4.377213 15.905291 0.13 0.15 -0.26 0.00
H 4.618076 -4.585362 18.319595 -1.25 0.50 -0.56 0.00
H 2.579702 -4.122628 19.775144 0.18 -0.06 0.02 0.00
H -2.258871 0.825940 20.760412 -0.68 0.02 -0.40 0.00
H -2.084968 0.533643 23.279544 0.52 -0.13 -1.02 0.00
H -0.980047 -0.488334 25.222601 0.65 -0.37 -0.71 0.00
H 0.789826 -1.799100 26.085116 0.29 -0.57 -0.99 0.00
H 1.951498 -3.678680 24.595138 -1.26 1.06 -0.51 0.00
H 1.209785 -3.841728 22.296444 -0.48 0.75 0.18 0.00
N -3.104582 -3.540735 17.146155 0.80 -0.21 0.40 0.60
C -3.825345 -4.545897 17.402422 -1.45 -0.68 -0.08 -0.09
C -3.319036 -5.696879 18.219425 -0.14 -1.04 0.11 -0.02
C -1.988238 -6.109386 18.041242 0.67 1.33 -0.96 0.07
C -1.327793 -6.827280 19.017643 0.15 -0.70 -0.12 -0.01
C -2.078673 -7.324883 20.064795 1.37 0.32 1.18 0.01
C -3.401006 -7.019297 20.215439 -1.75 -0.12 1.45 0.00
C -4.095942 -6.322925 19.242456 1.07 1.47 -1.02 0.01
C -5.250851 -4.541371 16.974937 0.78 0.57 0.27 0.06
C -5.900301 -5.745597 16.730149 0.78 -0.53 -0.52 0.00
C -7.202738 -5.665349 16.346040 -2.76 -0.52 -0.35 0.00
C -7.869539 -4.431558 16.257103 -0.69 0.66 -0.65 0.01
C -7.189605 -3.198302 16.412302 -0.46 -1.93 -0.37 0.00
C -5.884448 -3.287130 16.806816 0.63 -0.27 0.37 0.02
H -1.461489 -5.808527 17.097509 -0.35 0.03 1.10 -0.01
H -0.245277 -6.985500 19.039086 -0.45 -0.11 -0.51 0.00
H -1.560600 -7.821118 20.887455 -0.17 0.03 -0.26 0.00
H -3.879809 -7.178158 21.224870 0.29 -0.44 -1.48 0.00
H -5.156978 -6.139502 19.263598 -0.10 0.23 0.46 0.00
H -5.414614 -6.748157 16.693840 -0.13 1.11 0.38 0.00
H -7.795830 -6.598579 16.116620 0.80 1.17 0.32 0.00
H -8.951682 -4.393805 15.990734 1.03 -0.23 0.16 0.00
H -7.610563 -2.245735 16.141308 -0.40 0.07 0.33 0.00
H -5.383671 -2.356033 17.040653 0.45 -0.22 -0.08 0.00


62
Properties=species:S:1:pos:R:3:forces:R:3:mulliken_spin:R:1 method="wB97M-V/def2-TZVPD" spin_multiplicity=5 homo_ev="-15.48 / -15.48" gap_ev="6.9 / 3.2" e_tot_ev=-55460.5840 molar_mass_g_mol=811.51 charge=+3
Pt 0.303228 0.447941 0.824317 1.04 0.02 0.69 1.51
C -0.258228 1.363138 5.206324 -1.02 0.54 0.12 0.00
O 0.927608 0.575403 5.016807 1.07 -0.60 -0.02 0.02
C 1.045598 0.317109 3.747845 -1.02 0.59 -0.54 0.04
N 0.127994 0.795684 2.959805 0.73 -0.46 -0.49 0.07
C -0.804613 1.566703 3.757316 -0.53 0.97 0.20 -0.03
C -2.246745 1.186992 3.534195 -0.31 -0.05 0.09 0.00
C -2.626281 0.226669 2.594804 0.52 0.02 0.31 0.02
C -3.950088 -0.149397 2.491502 -0.62 0.54 0.22 0.00
C -4.916899 0.499686 3.263224 0.21 -0.10 -0.24 0.00
C -4.547001 1.472006 4.186403 -0.09 -0.06 -0.28 0.00
C -3.220177 1.832224 4.309587 0.49 -0.52 -0.26 0.00
C 2.118627 -0.514164 3.193120 0.65 -0.60 -0.10 0.00
C 3.230502 -1.021131 3.863494 -0.23 0.00 -0.16 0.00
C 4.108202 -1.839988 3.156478 -0.11 0.09 -0.15 0.00
C 3.849557 -2.155628 1.825115 -0.30 0.08 -0.14 0.00
C 2.720376 -1.596702 1.227901 0.44 -0.12 0.61 -0.01
N 1.910007 -0.792714 1.907935 -0.20 0.36 -0.26 0.12
C 2.277380 -1.791767 -0.159251 -0.83 0.78 -0.23 0.04
N 1.304890 -1.087573 -0.631621 -0.22 -0.01 0.59 0.08
C 1.097332 -1.459326 -2.018334 0.22 0.14 -0.17 0.02
C 2.105623 -2.637129 -2.197504 -0.44 -0.25 -0.70 0.04
O 2.830880 -2.662040 -0.960730 0.63 -0.30 0.34 0.01
C -0.342766 -1.740295 -2.356079 0.94 0.20 -0.80 0.17
C -0.703092 -1.908895 -3.693328 -0.53 -0.25 -0.59 -0.03
C -2.029001 -2.087369 -4.040082 1.62 0.12 -0.62 0.19
C -3.019077 -2.109623 -3.048352 -0.50 0.06 0.94 0.23
C -2.666202 -1.959619 -1.714173 0.10 -0.03 0.33 -0.02
C -1.343066 -1.766426 -1.362683 -1.39 -0.26 0.85 0.23
H 0.022514 2.293991 5.706094 0.05 -0.18 -0.19 0.00
H -0.943790 0.813374 5.860093 0.17 -0.02 -0.24 0.00
H -0.717165 2.629027 3.471093 0.19 -0.30 0.10 0.00
H -1.874766 -0.243257 1.949032 -0.31 -0.02 0.37 0.00
H -4.248144 -0.927156 1.809388 -0.08 -0.08 -0.19 0.00
H -5.963246 0.287439 3.100533 -0.04 -0.21 0.18 0.00
H -5.290306 1.958214 4.799294 -0.11 0.05 -0.03 0.00
H -2.930813 2.600902 5.011336 0.03 0.08 0.12 0.00
H 3.400413 -0.792312 4.904240 -0.02 0.06 0.09 0.00
H 4.993533 -2.232860 3.638062 -0.04 -0.03 0.04 0.00
H 4.494993 -2.813075 1.259569 0.04 -0.01 0.02 0.00
H 1.410173 -0.611632 -2.651611 -0.12 -0.23 0.04 0.04
H 2.810246 -2.478334 -3.013941 -0.05 -0.02 0.15 0.00
H 1.617535 -3.606049 -2.321558 0.07 0.07 0.03 -0.01
H 0.051657 -1.888542 -4.466259 0.07 0.02 -0.05 0.01
H -2.304584 -2.200591 -5.076876 -0.03 -0.03 -0.12 0.00
H -4.051249 -2.237870 -3.334969 -0.15 -0.05 0.03 0.00
H -3.433983 -1.994735 -0.958629 -0.03 0.04 0.12 0.00
H -1.061835 -1.642989 -0.317918 -0.11 -0.09 -0.25 0.04
I 3.328316 3.556259 -6.955826 -0.97 -0.54 1.29 0.70
C 2.168111 2.869053 -5.322278 0.66 0.49 -0.99 0.10
C 0.788871 2.676378 -5.469976 -0.38 0.02 -0.21 0.06
C 0.032981 2.257703 -4.390604 0.07 0.00 -0.04 -0.03
C 0.649515 2.036506 -3.155736 0.19 0.08 0.09 0.12
C 2.025893 2.257384 -3.011800 0.06 0.03 -0.16 -0.03
C 2.789308 2.657216 -4.087335 0.31 0.01 0.20 0.06
C -0.083473 1.452324 -1.960217 -0.09 0.01 0.02 0.02
O -1.062618 0.735534 -2.107836 -0.29 -0.18 -0.49 0.08
O 0.479751 1.695147 -0.839225 0.53 0.09 0.52 0.14
H 0.313954 2.854231 -6.421034 -0.08 0.04 -0.12 0.00
H -1.032435 2.116020 -4.506448 -0.03 -0.06 0.04 0.00
H 2.486290 2.109496 -2.046071 0.02 0.02 0.01 -0.01
H 3.849784 2.809437 -3.976622 0.16 0.05 0.04 0.00


Across the entries above, max |F| takes the values 0.00880; 0.07270; 0.03383 hartree/bohr, respectively.